Record 1
DFT (wB97M-V/def2-TZVPD) results for C40H44Cl3N4O4PSV as an isolated structure at a distorted geometry.

Summary:
**M**: 865.16 g mol⁻¹
**Electronic energy**: -5134.80202 a.u.
**Spin multiplicity**: 2
**Frontier orbital gap (spin up / spin down)**: 6.701 / 5.166 eV
**Total charge**: 0

Atoms and positions in Å:
V: -0.181 0.159 0.016
C: -3.636 1.564 1.847
C: -3.293 2.643 2.650
C: -1.950 2.915 2.821
C: -0.976 2.145 2.186
N: -1.310 1.095 1.410
C: -2.620 0.840 1.266
C: 0.449 2.442 2.334
C: 0.925 3.549 3.041
C: 2.286 3.729 3.191
C: 3.144 2.793 2.637
C: 2.588 1.750 1.914
N: 1.283 1.581 1.744
H: -4.667 1.289 1.679
H: -4.044 3.253 3.131
H: -1.659 3.735 3.456
H: -2.870 0.016 0.614
H: 0.256 4.290 3.448
H: 2.668 4.589 3.724
H: 4.215 2.882 2.742
H: 3.243 1.016 1.476
Cl: -2.324 -1.561 -1.625
C: -1.384 -2.733 -2.588
Cl: 0.207 -3.032 -1.882
H: -1.251 -2.324 -3.585
H: -1.925 -3.673 -2.602
C: -4.045 2.876 -3.948
C: -2.898 3.663 -3.317
N: -1.614 3.059 -3.627
C: -0.932 3.522 -4.830
C: -0.012 4.700 -4.516
C: -1.060 2.096 -2.856
S: -1.714 1.799 -1.295
N: -0.055 1.412 -3.407
C: 0.601 0.439 -2.796
O: 0.557 0.199 -1.544
C: 1.396 -0.413 -3.710
C: 0.984 -0.591 -5.031
C: 1.699 -1.416 -5.883
C: 2.850 -2.053 -5.438
C: 3.271 -1.872 -4.128
C: 2.544 -1.065 -3.272
H: -4.993 3.380 -3.761
H: -4.089 1.877 -3.515
H: -3.901 2.779 -5.025
H: -3.021 3.682 -2.237
H: -2.894 4.689 -3.690
H: -1.691 3.818 -5.557
H: -0.347 2.701 -5.236
H: -0.582 5.554 -4.148
H: 0.533 5.000 -5.412
H: 0.713 4.411 -3.755
H: 0.092 -0.082 -5.370
H: 1.356 -1.558 -6.899
H: 3.412 -2.691 -6.107
H: 4.170 -2.352 -3.766
H: 2.869 -0.916 -2.256
C: -2.455 -2.078 2.126
P: -0.697 -1.655 1.635
C: -0.120 -1.152 3.297
C: -0.121 -3.396 1.550
C: -0.855 -4.322 0.812
C: -0.447 -5.643 0.726
C: 0.711 -6.055 1.369
C: 1.438 -5.144 2.118
C: 1.022 -3.823 2.219
H: -3.102 -2.198 1.256
H: -2.866 -1.286 2.753
H: -2.461 -3.009 2.693
H: -0.279 -1.968 4.003
H: -0.692 -0.279 3.615
H: 0.936 -0.893 3.253
H: -1.754 -4.002 0.298
H: -1.034 -6.354 0.159
H: 1.045 -7.081 1.284
H: 2.339 -5.453 2.633
H: 1.596 -3.127 2.815
C: 7.244 0.515 -0.822
C: 5.894 1.093 -1.136
C: 5.747 2.244 -1.892
C: 4.485 2.762 -2.151
Cl: 4.327 4.202 -3.110
C: 3.357 2.134 -1.668
C: 3.493 0.968 -0.928
C: 4.746 0.443 -0.656
O: 4.969 -0.675 0.085
C: 3.929 -1.626 0.297
C: 2.766 -1.228 1.260
O: 3.038 -1.088 2.450
O: 1.605 -1.189 0.723
H: 8.044 1.156 -1.187
H: 7.340 -0.472 -1.278
H: 7.352 0.381 0.255
H: 6.622 2.744 -2.287
H: 2.373 2.546 -1.853
H: 2.603 0.486 -0.559
H: 4.437 -2.460 0.782
H: 3.517 -1.962 -0.657

Record 2
DFT (wB97M-V/def2-TZVPD) results for C40H45AuN2O3SeSiTe2 as an isolated structure.

Summary:
**M**: 1161.02 g mol⁻¹
**Electronic energy**: -5249.30622 a.u.
**Spin multiplicity**: 2
**Frontier orbital gap (spin up / spin down)**: 6.744 / 5.845 eV
**Total charge**: -1

Atoms and positions in Å:
Au: 0.381 -2.669 -2.033
O: 2.608 0.956 -2.486
C: 1.862 0.004 -2.524
O: 1.877 -1.055 -1.840
C: -0.551 0.391 -2.815
C: -1.034 1.696 -2.781
C: -2.249 1.917 -2.151
C: -2.929 0.850 -1.581
C: -2.339 -0.409 -1.633
N: -1.175 -0.625 -2.237
H: -0.459 2.496 -3.226
H: -2.648 2.922 -2.083
H: -3.880 0.987 -1.086
H: -2.805 -1.280 -1.182
C: 4.756 2.620 5.199
C: 3.776 2.186 4.141
C: 2.424 2.062 4.425
C: 1.502 1.677 3.458
C: 0.054 1.559 3.849
C: 1.955 1.417 2.159
Te: 0.597 0.823 0.650
N: 0.679 0.102 -3.462
C: 0.863 0.503 -4.769
O: 1.925 0.810 -5.268
C: -0.383 0.414 -5.621
C: -1.272 -0.644 -5.486
C: -2.386 -0.714 -6.314
C: -2.611 0.273 -7.264
C: -1.710 1.321 -7.407
C: -0.588 1.382 -6.594
C: -0.730 2.473 0.804
C: -0.278 3.722 0.359
C: 1.138 3.961 -0.095
C: -1.174 4.790 0.333
C: -2.500 4.645 0.709
C: -3.457 5.805 0.657
C: -2.926 3.392 1.130
C: -2.066 2.300 1.185
C: -2.607 0.988 1.692
C: 3.321 1.514 1.845
C: 3.917 1.240 0.487
C: 4.201 1.904 2.853
H: 4.295 2.617 6.186
H: 5.120 3.630 5.003
H: 5.624 1.960 5.226
H: 2.071 2.255 5.433
H: -0.047 1.530 4.934
H: -0.384 0.644 3.439
H: -0.529 2.400 3.466
H: -1.094 -1.415 -4.745
H: -3.075 -1.542 -6.209
H: -3.488 0.224 -7.898
H: -1.879 2.087 -8.154
H: 0.137 2.178 -6.702
H: 1.457 3.212 -0.826
H: 1.834 3.906 0.744
H: 1.226 4.947 -0.550
H: -0.821 5.757 -0.009
H: -2.932 6.740 0.463
H: -4.000 5.909 1.598
H: -4.200 5.668 -0.132
H: -3.962 3.253 1.424
H: -3.697 1.006 1.696
H: -2.269 0.802 2.715
H: -2.283 0.135 1.097
H: 3.266 0.721 -0.209
H: 4.824 0.644 0.596
H: 4.198 2.180 0.005
H: 5.257 1.982 2.612
Te: -0.370 -2.390 1.177
C: -0.145 -2.347 3.274
C: -1.241 -2.157 4.118
C: -1.081 -2.134 5.496
C: 0.181 -2.299 6.052
C: 1.279 -2.486 5.224
C: 1.118 -2.510 3.845
H: -2.226 -2.026 3.687
H: -1.941 -1.982 6.136
H: 0.307 -2.287 7.127
H: 2.266 -2.608 5.650
H: 1.978 -2.642 3.202
C: 0.129 -7.594 -2.981
Si: -0.031 -6.339 -1.598
C: -1.075 -7.105 -0.242
C: 1.652 -5.923 -0.920
Se: -1.096 -4.532 -2.392
H: 0.389 -8.589 -2.610
H: 0.895 -7.276 -3.690
H: -0.816 -7.664 -3.523
H: -0.763 -8.128 -0.011
H: -2.123 -7.124 -0.544
H: -1.002 -6.507 0.669
H: 2.171 -6.819 -0.566
H: 1.556 -5.223 -0.088
H: 2.262 -5.444 -1.687

Record 3
DFT (wB97M-V/def2-TZVPD) results for C40H45BrCaF4N2OPSi as an isolated structure.

Summary:
**M**: 824.85 g mol⁻¹
**Electronic energy**: -6018.04366 a.u.
**Frontier orbital gap**: 6.462 eV
**Total charge**: -1

Atoms and positions in Å:
Ca: 0.592 -0.866 -0.696
C: -3.672 -1.060 -0.574
C: -3.224 -2.372 -1.218
C: -3.158 -3.481 -0.173
C: -1.920 -2.214 -1.987
C: -1.707 -1.105 -2.807
C: -0.552 -0.972 -3.569
C: 0.450 -1.940 -3.540
C: 1.695 -1.825 -4.372
C: 0.258 -3.028 -2.692
C: -0.899 -3.166 -1.934
H: -4.564 -1.227 0.033
H: -3.913 -0.288 -1.306
H: -2.890 -0.651 0.070
H: -3.979 -2.663 -1.960
H: -2.343 -3.306 0.532
H: -3.015 -4.467 -0.620
H: -4.088 -3.510 0.397
H: -2.447 -0.318 -2.856
H: -0.429 -0.088 -4.185
H: 2.575 -2.092 -3.786
H: 1.830 -0.809 -4.739
H: 1.644 -2.493 -5.236
H: 1.048 -3.761 -2.582
H: -0.985 -4.020 -1.278
F: -4.500 6.418 -2.674
C: -3.901 5.471 -1.922
C: -4.118 5.438 -0.551
F: -4.923 6.375 -0.006
C: -3.496 4.454 0.195
F: -3.757 4.487 1.544
C: -2.668 3.505 -0.339
P: -0.975 1.233 1.016
C: -2.057 1.528 2.492
C: -1.533 1.754 3.767
C: -2.352 1.749 4.887
C: -3.715 1.514 4.753
C: -4.252 1.305 3.491
C: -3.428 1.317 2.374
C: 0.114 2.708 1.033
C: -0.161 3.862 1.761
C: 0.688 4.959 1.707
C: 1.830 4.929 0.921
C: 2.107 3.794 0.172
C: 1.251 2.704 0.224
C: -2.477 3.602 -1.672
Br: -1.185 2.405 -2.646
C: -3.062 4.541 -2.505
F: -2.862 4.610 -3.836
H: -0.474 1.946 3.882
H: -1.924 1.930 5.866
H: -4.355 1.508 5.627
H: -5.317 1.148 3.371
H: -3.851 1.185 1.384
H: -1.066 3.918 2.352
H: 0.444 5.848 2.277
H: 2.491 5.786 0.882
H: 2.988 3.751 -0.458
H: 1.490 1.837 -0.382
C: 2.754 1.557 -3.071
C: 3.492 0.577 -2.199
C: 4.854 0.695 -1.988
C: 5.459 -0.238 -1.144
C: 4.726 -1.239 -0.563
C: 3.331 -1.349 -0.828
N: 2.766 -0.403 -1.653
N: 2.488 -2.261 -0.344
Si: 2.826 -3.668 0.564
C: 1.214 -4.628 0.674
C: 3.414 -3.342 2.320
C: 4.107 -4.762 -0.283
H: 3.074 1.469 -4.111
H: 2.939 2.584 -2.755
H: 1.678 1.387 -3.027
H: 5.413 1.499 -2.446
H: 6.520 -0.165 -0.931
H: 5.194 -1.948 0.107
H: 0.388 -3.931 0.833
H: 1.219 -5.339 1.503
H: 1.020 -5.190 -0.245
H: 2.664 -2.775 2.875
H: 4.346 -2.773 2.348
H: 3.580 -4.290 2.842
H: 3.871 -4.878 -1.344
H: 4.115 -5.758 0.168
H: 5.119 -4.358 -0.212
C: -1.184 -1.779 2.441
O: -0.352 -1.348 1.379
C: 0.241 0.008 1.501
C: 1.199 0.106 2.652
H: -1.085 -2.863 2.543
H: -2.231 -1.525 2.246
H: -0.892 -1.307 3.379
H: 0.759 -0.007 3.658
H: 1.678 1.088 2.632
H: 1.996 -0.641 2.570